Record 1
Entry from the Open Molecules 2025 dataset: a 2-piece molecular cluster, C7H8N2O3 overall at a distorted geometry (the ωB97M-V functional and the def2-TZVPD basis).

Output
HOMO energy   -6.000 eV
Charge   0

```
20
Properties=species:S:1:pos:R:3:forces:R:3:lowdin_charge:R:1
C 0.894 1.090 2.896 -0.48 -1.34 -3.29 -0.19
C -0.279 0.631 1.231 0.48 -0.58 0.70 -0.26
C 0.997 0.148 0.876 -2.27 3.18 3.14 -0.20
C 0.923 1.924 -3.022 -0.53 -0.16 0.66 -0.48
C -1.306 0.319 0.208 -0.29 0.74 -0.43 -0.08
C 0.939 -0.284 -0.435 3.61 -1.61 -1.96 -0.13
C -0.840 -2.048 -0.263 4.79 -0.96 2.67 -0.01
N -0.315 1.157 2.506 -0.13 -0.16 -0.81 0.12
N -0.501 -0.599 -0.632 0.50 -3.38 -1.29 -0.15
O -0.072 2.161 -2.519 -2.27 0.72 0.91 0.20
O 1.903 1.646 -3.512 2.78 -0.58 -1.52 0.23
O 1.820 0.515 1.986 -1.52 -0.71 -1.71 0.05
H 1.261 1.417 3.761 1.67 1.10 3.23 0.07
H -2.217 -0.147 0.578 0.03 -0.38 0.04 0.12
H -1.650 1.041 -0.540 0.25 0.94 0.53 0.12
H 1.718 -1.008 -0.883 -1.82 0.93 0.65 0.11
H -1.638 -2.290 -0.801 -3.82 -1.10 -1.87 0.03
H 0.001 -2.751 -0.617 -1.05 1.38 0.34 0.12
H -0.936 -2.313 0.856 -0.01 1.23 -1.75 0.14
H -0.701 -0.608 -1.674 0.07 0.75 1.76 0.19
```
Positions in Å, forces in eV/Å.

Record 2
Entry from the Open Molecules 2025 dataset: a 3-piece molecular cluster, C3H9N overall at a distorted geometry (the ωB97M-V functional and the def2-TZVPD basis).

Output
HOMO energy   -8.700 eV
Charge   0

```
13
Properties=species:S:1:pos:R:3:forces:R:3:lowdin_charge:R:1
C 1.256 1.801 1.277 -0.01 0.77 0.04 -0.04
N -0.747 -0.661 1.596 0.60 0.59 -0.93 -0.14
C 0.452 -1.124 1.240 -2.02 -1.73 0.83 -0.04
C -1.377 -0.570 0.417 -0.56 0.94 0.99 0.02
H 1.198 1.695 2.359 0.19 0.01 0.02 0.03
H 0.634 1.033 0.836 0.37 0.34 -0.35 -0.04
H 2.287 1.831 0.924 -0.01 -0.50 0.08 0.02
H 0.830 -1.777 2.021 1.08 0.21 -0.18 0.08
H 0.861 2.780 1.010 -0.27 -0.01 0.07 0.02
H 0.691 -1.177 0.180 0.52 0.12 -0.01 0.06
H -1.493 -1.389 -6.337 -0.27 -0.14 0.05 0.00
H -2.146 -1.738 -6.222 0.27 0.14 -0.05 0.00
H -2.446 -0.703 0.699 0.11 -0.72 -0.56 0.02
```
Positions in Å, forces in eV/Å.

Record 3
Entry from the Open Molecules 2025 dataset: an isolated ion of composition C6H13NO and charge +1 at a distorted geometry (the ωB97M-V functional and the def2-TZVPD basis).

Output
HOMO energy (spin up / spin down)   -14.724 / -14.643 eV
Charge   +1
Spin multiplicity   2

```
21
Properties=species:S:1:pos:R:3:forces:R:3:lowdin_spin:R:1
O 2.269 -2.734 1.700 -0.30 0.17 0.12 0.02
C 1.250 -2.358 1.202 1.54 -0.13 0.05 0.02
C 0.936 -0.847 1.252 -0.64 -0.99 -0.64 0.08
N -0.168 -0.488 0.396 0.12 1.36 1.55 0.65
C -0.333 0.923 0.125 -0.13 -0.12 -0.28 0.09
C -1.329 1.231 -0.977 0.76 0.82 -1.04 0.01
C -1.535 2.752 -1.025 -0.40 0.35 1.53 0.00
C -0.716 0.824 -2.354 -0.54 -0.84 0.33 0.01
H 0.644 -3.068 0.637 -0.73 0.09 -0.11 0.00
H 0.658 -0.632 2.294 -0.06 0.07 0.01 0.04
H 1.815 -0.268 0.981 0.05 0.01 0.07 0.00
H -1.042 -1.009 0.488 0.15 -0.33 -0.37 0.01
H 0.648 1.353 -0.047 0.26 0.03 -0.30 0.01
H -0.626 1.386 1.086 -0.28 -0.26 0.08 0.05
H -2.265 0.714 -0.767 -0.07 0.00 -0.05 0.00
H -1.604 3.175 -0.012 0.06 -0.13 -0.03 0.00
H -0.691 3.254 -1.489 -0.08 -0.02 -0.25 0.00
H -2.483 3.061 -1.456 0.13 -0.21 -0.57 0.00
H -1.405 0.191 -2.914 0.06 -0.04 0.00 0.00
H 0.213 0.265 -2.220 0.00 -0.02 -0.13 0.00
H -0.510 1.682 -2.979 0.09 0.19 0.03 0.00
```
Positions in Å, forces in eV/Å.

Record 4
Entry from the Open Molecules 2025 dataset: a 2-piece molecular cluster, CH3BrNO2S overall at a distorted geometry (the ωB97M-V functional and the def2-TZVPD basis).

Output
HOMO energy   -3.622 eV
Charge   -1

```
9
Properties=species:S:1:pos:R:3:forces:R:3:lowdin_charge:R:1
C -1.028 0.894 0.727 4.11 1.90 0.43 -0.94
N 1.528 -0.236 0.007 -2.16 0.42 -0.51 -0.12
O -0.300 -0.403 -1.751 -0.40 0.34 1.48 -0.46
O -0.531 -1.690 0.400 -0.09 2.38 -1.31 -0.46
S -0.236 -0.365 -0.275 2.06 -2.74 -0.19 0.38
Br -2.588 1.059 -0.233 -2.45 0.91 -0.92 0.48
H -0.002 2.290 0.526 -2.21 -3.01 -0.07 0.10
H 1.440 -0.396 0.992 0.72 -0.15 1.01 0.00
H 1.717 -1.154 -0.393 0.42 -0.05 0.08 0.02
```
Positions in Å, forces in eV/Å.